An isolated ion of composition C5H11NO and charge -1 in a non-equilibrium geometry, computed with wB97M-V/def2-TZVPD.

Calculated values
Charge: -1
ΔE to the lowest compared entry with this formula, charge and spin: 1.082 eV
Expectation value of S²: 0.753
Multiplicity: 2
Lowest unoccupied orbital energy (alpha / beta): 3.958 / 3.945 eV

Element x y z (Å)
O1 2.387 -1.670 -1.260
C1 2.276 -1.012 -0.177
C2 0.834 -0.579 0.309
C3 0.569 0.827 -0.259
C4 -0.916 1.233 -0.441
C5 -1.898 0.938 0.711
N1 -0.161 -1.511 -0.294
H1 2.940 -1.320 0.681
H2 0.806 -0.743 1.387
H3 1.028 1.578 0.397
H4 1.043 0.922 -1.235
H5 -1.252 0.641 -1.299
H6 -0.873 2.222 -0.935
H7 -1.264 0.463 1.458
H8 -2.722 0.400 0.246
H9 -2.452 1.767 1.173
H10 -0.664 -1.985 0.426
H11 0.317 -2.172 -0.887

C42H32Cl5INNaO4 as an isolated structure in a non-equilibrium geometry, computed with wB97M-V/def2-TZVPD.

Calculated values
Charge: -2
ΔE to the lowest compared entry with this formula, charge and spin: 0.000 eV
Multiplicity: 1
Lowest unoccupied orbital energy: 3.392 eV

Element x y z (Å)
Na1 1.911 0.173 0.349
Cl1 0.855 1.046 4.424
C1 2.508 0.616 4.045
C2 2.869 0.563 2.705
C3 4.209 0.258 2.505
Cl2 4.767 0.190 0.850
C4 5.128 0.003 3.519
Cl3 6.789 -0.385 3.178
C5 4.701 0.055 4.843
Cl4 5.804 -0.271 6.137
C6 3.371 0.371 5.112
Cl5 2.836 0.455 6.766
C7 -4.000 0.629 -1.118
C8 -3.222 -0.041 0.020
C9 -4.195 -0.611 1.052
O1 -2.374 0.877 0.665
C10 -0.992 0.599 0.382
C11 -1.031 -0.688 -0.466
O2 -2.416 -1.062 -0.511
C12 -0.130 -1.881 0.022
O3 1.174 -1.552 -0.083
C13 -0.351 -3.104 -0.906
C14 0.173 -4.336 -0.507
C15 0.178 -5.431 -1.354
C16 -0.342 -5.326 -2.640
C17 -0.861 -4.109 -3.054
C18 -0.865 -3.015 -2.197
C19 -0.551 -2.294 1.453
C20 0.305 -2.040 2.516
C21 -0.017 -2.434 3.808
C22 -1.207 -3.103 4.056
C23 -2.065 -3.380 2.999
C24 -1.736 -2.984 1.710
C25 -0.281 1.855 -0.261
O4 1.018 1.598 -0.531
C26 -0.350 3.056 0.720
C27 0.297 4.224 0.314
C28 0.359 5.341 1.128
C29 -0.215 5.311 2.395
C30 -0.835 4.151 2.826
C31 -0.906 3.036 1.996
C32 -1.033 2.256 -1.558
C33 -2.075 3.181 -1.599
C34 -2.653 3.555 -2.806
C35 -2.210 3.002 -3.999
C36 -1.176 2.074 -3.971
C37 -0.588 1.721 -2.766
H1 -4.550 1.492 -0.738
H2 -4.694 -0.095 -1.549
H3 -3.305 0.963 -1.888
H4 -4.852 0.187 1.403
H5 -3.635 -1.013 1.894
H6 -4.790 -1.408 0.602
H7 -0.461 0.403 1.323
H8 -0.688 -0.456 -1.475
H9 0.601 -4.422 0.484
H10 0.594 -6.374 -1.015
H11 -0.341 -6.180 -3.308
H12 -1.267 -4.008 -4.055
H13 -1.288 -2.081 -2.548
H14 1.238 -1.532 2.304
H15 0.665 -2.219 4.623
H16 -1.466 -3.409 5.064
H17 -2.994 -3.910 3.181
H18 -2.397 -3.223 0.887
H19 0.775 4.228 -0.659
H20 0.869 6.235 0.786
H21 -0.170 6.183 3.039
H22 -1.258 4.099 3.823
H23 -1.400 2.149 2.360
H24 -2.444 3.606 -0.674
H25 -3.454 4.287 -2.817
H26 -2.665 3.293 -4.939
H27 -0.813 1.638 -4.897
H28 0.254 1.043 -2.733
I1 3.440 -3.114 -5.026
C38 3.225 -1.239 -4.092
C39 2.832 -0.137 -4.831
C40 2.671 1.065 -4.157
C41 2.913 1.105 -2.789
N1 3.330 0.044 -2.108
C42 3.475 -1.114 -2.734
H29 2.639 -0.212 -5.892
H30 2.343 1.948 -4.689
H31 2.713 1.992 -2.199
H32 3.778 -1.963 -2.131

A 13-piece molecular cluster, C3H32N6O13 overall in a non-equilibrium geometry, computed with wB97M-V/def2-TZVPD.

Calculated values
Charge: 0
ΔE to the lowest compared entry with this formula, charge and spin: 0.000 eV
Multiplicity: 1
Lowest unoccupied orbital energy: -0.547 eV

Element x y z (Å)
C1 2.028 1.305 -1.705
O1 2.591 0.584 -0.866
N1 2.777 2.122 -2.488
N2 0.714 1.359 -1.995
H1 2.412 2.815 -3.108
H2 3.769 2.049 -2.334
H3 0.130 0.722 -1.467
H4 0.443 1.720 -2.887
C2 -0.812 -2.239 -4.059
O2 -1.377 -2.050 -5.135
N3 -0.071 -3.357 -3.804
N4 -0.861 -1.384 -3.003
H5 0.257 -3.367 -2.852
H6 -0.165 -4.156 -4.399
H7 -1.243 -0.482 -3.231
H8 -0.631 -1.611 -2.047
C3 -0.834 -0.023 1.114
O3 -1.179 0.104 -0.063
N5 -0.037 -0.990 1.643
N6 -1.295 0.894 2.021
H9 0.551 -0.749 2.432
H10 0.120 -1.758 0.993
H11 -1.870 1.587 1.561
H12 -1.152 0.866 3.010
O4 1.949 -0.879 3.689
H13 2.006 0.070 3.861
H14 1.310 -1.210 4.334
O5 -3.149 1.539 -1.770
H15 -2.530 1.985 -1.179
H16 -3.428 0.746 -1.279
O6 0.357 -2.615 -0.648
H17 1.317 -2.501 -0.700
H18 0.229 -3.477 -0.191
O7 3.408 -1.583 1.157
H19 3.403 -2.471 0.783
H20 2.869 -1.650 1.955
O8 -3.733 -0.969 -0.475
H21 -4.385 -0.811 0.216
H22 -2.893 -0.633 -0.106
O9 -1.716 3.743 -0.710
H23 -2.324 3.799 0.043
H24 -1.502 4.658 -0.915
O10 0.166 -4.555 1.148
H25 0.126 -4.813 2.074
H26 0.190 -5.391 0.664
O11 3.535 1.186 1.813
H27 2.568 1.296 1.857
H28 3.850 1.405 2.696
O12 1.342 2.537 2.457
H29 1.551 3.278 3.037
H30 0.495 2.768 2.053
O13 -2.918 3.321 1.984
H31 -2.588 3.488 2.873
H32 -3.769 3.775 1.951

A 15-piece molecular cluster, C18H62F3N28O16 overall in a non-equilibrium geometry, computed with wB97M-V/def2-TZVPD.

Calculated values
Charge: 0
Expectation value of S²: 0.755
Multiplicity: 2
Lowest unoccupied orbital energy (alpha / beta): -0.457 / -5.526 eV

Element x y z (Å)
C1 0.539 22.735 20.838
O1 -0.925 22.544 20.741
O2 0.755 23.067 22.228
C2 1.235 21.626 19.953
F1 1.514 22.020 18.730
F2 2.428 21.322 20.436
F3 0.551 20.483 19.860
C3 -1.653 23.272 19.729
C4 -3.072 22.692 19.678
H1 -3.490 22.540 20.674
H2 -3.765 23.177 18.992
H3 -2.881 21.751 19.162
H4 -1.197 23.223 18.740
H5 -1.671 24.338 19.956
H6 0.878 23.676 20.403
C5 -5.524 23.689 22.323
O3 -5.659 24.455 21.434
N1 -4.741 23.985 23.333
N2 -5.937 22.491 22.383
H7 -4.450 23.315 24.031
H8 -4.398 24.934 23.374
H9 -6.497 22.077 21.652
H10 -5.505 21.757 22.926
C6 4.329 25.745 18.721
O4 4.967 25.439 17.756
N3 3.700 24.862 19.489
N4 4.153 26.975 19.220
H11 3.330 24.010 19.092
H12 3.041 25.244 20.153
H13 4.421 27.776 18.666
H14 3.551 27.193 20.002
C7 -2.732 20.413 22.609
O5 -3.736 19.868 23.092
N5 -1.958 19.874 21.669
N6 -2.272 21.522 23.035
H15 -1.108 20.377 21.456
H16 -2.334 19.104 21.135
H17 -1.558 22.069 22.576
H18 -2.771 21.957 23.797
C8 3.458 18.255 18.467
O6 4.672 17.938 18.730
N7 2.483 17.427 18.387
N8 3.127 19.459 18.053
H19 2.724 16.484 18.657
H20 1.570 17.594 17.988
H21 2.208 19.820 17.841
H22 3.850 20.141 18.234
C9 -3.576 27.365 19.947
O7 -3.425 26.877 18.829
N9 -3.817 26.710 21.045
N10 -3.478 28.587 20.227
H23 -3.887 27.328 21.841
H24 -3.856 25.701 21.063
H25 -3.528 29.313 19.527
H26 -3.572 28.836 21.201
C10 1.684 17.807 22.595
O8 1.368 16.614 22.427
N11 2.317 18.547 21.784
N12 1.568 18.430 23.706
H27 2.613 19.484 22.018
H28 2.477 18.175 20.859
H29 1.405 17.840 24.509
H30 1.476 19.436 23.730
C11 -2.487 23.976 14.662
O9 -1.533 24.679 14.605
N13 -3.226 23.722 13.670
N14 -2.965 23.316 15.638
H31 -3.218 24.323 12.858
H32 -3.953 23.044 13.847
H33 -3.762 22.696 15.603
H34 -2.387 23.292 16.466
C12 2.051 21.911 25.437
O10 2.236 21.949 26.617
N15 2.796 22.623 24.542
N16 0.978 21.355 24.893
H35 3.673 22.818 25.002
H36 2.541 22.438 23.582
H37 0.809 21.701 23.959
H38 0.177 21.166 25.479
C13 5.338 20.995 22.040
O11 4.383 20.522 22.603
N17 5.758 20.774 20.843
N18 6.210 21.756 22.608
H39 6.619 21.059 20.399
H40 5.136 20.088 20.440
H41 6.973 22.069 22.025
H42 5.919 22.208 23.463
C14 1.988 22.948 15.322
O12 2.636 23.811 14.717
N19 2.509 21.915 15.866
N20 0.749 22.880 15.519
H43 1.741 21.269 15.980
H44 3.446 21.595 15.663
H45 0.592 22.227 16.274
H46 0.057 23.388 14.988
C15 -1.125 25.500 24.100
O13 -1.886 26.237 24.675
N21 0.141 25.452 24.234
N22 -1.538 24.734 23.041
H47 0.599 25.880 25.025
H48 0.533 24.739 23.634
H49 -0.836 24.050 22.798
H50 -2.507 24.620 22.778
C16 -5.373 18.443 19.533
O14 -5.488 18.426 18.277
N23 -5.056 19.532 20.195
N24 -5.517 17.476 20.299
H51 -4.892 20.390 19.689
H52 -4.857 19.386 21.175
H53 -6.072 16.732 19.901
H54 -5.661 17.672 21.279
C17 1.083 27.402 20.785
O15 1.974 28.024 20.181
N25 1.366 26.640 21.875
N26 -0.227 27.312 20.624
H55 2.350 26.523 22.070
H56 0.711 25.992 22.290
H57 -0.722 26.581 21.114
H58 -0.742 27.716 19.854
C18 -0.317 19.465 17.115
O16 0.404 20.353 16.726
N27 -1.355 19.604 17.901
N28 -0.334 18.260 16.620
H59 -1.930 18.840 18.227
H60 -1.279 20.467 18.420
H61 -0.976 17.663 17.121
H62 0.247 17.902 15.876

One molecule with the formula C2H4F4N4O2 in a non-equilibrium geometry, computed with wB97M-V/def2-TZVPD.

Calculated values
Charge: 0
ΔE to the lowest compared entry with this formula, charge and spin: 1.304 eV
SMILES: N[C@H]([C@@H](N(F)F)[N+](=O)[O-])N(F)F
Multiplicity: 1
Lowest unoccupied orbital energy: -1.142 eV

Element x y z (Å)
C1 -0.546 -0.079 0.381
C2 0.690 -0.213 -0.548
N1 -0.909 1.354 0.340
N2 -1.589 -1.068 0.012
N3 1.997 1.012 -0.208
N4 1.371 -1.489 -0.188
O1 1.859 -2.005 -1.167
O2 1.270 -1.945 0.961
F1 -2.679 -1.022 0.946
F2 -2.174 -0.704 -1.174
F3 1.931 1.466 1.101
F4 1.654 2.160 -0.921
H1 -0.272 -0.503 1.414
H2 0.452 -0.082 -1.562
H3 -1.601 1.599 1.056
H4 -1.454 1.518 -0.444

An isolated ion of composition C4H8NO2S and charge -1 in a non-equilibrium geometry, computed with wB97M-V/def2-TZVPD.

Calculated values
Charge: -1
ΔE to the lowest compared entry with this formula, charge and spin: 0.580 eV
SMILES: N[C@H](CCS)C(=O)[O-]
Multiplicity: 1
Lowest unoccupied orbital energy: 2.975 eV

Element x y z (Å)
O1 -1.287 -1.700 -1.593
C1 -1.793 -1.082 -0.640
O2 -2.962 -1.146 -0.183
C2 -0.930 0.095 0.008
C3 0.552 0.128 -0.292
C4 1.297 0.197 1.091
S1 3.055 0.799 0.933
N1 -1.596 1.352 -0.371
H1 -1.138 0.010 1.079
H2 0.747 1.115 -0.721
H3 0.860 -0.762 -0.823
H4 0.771 0.965 1.649
H5 1.273 -0.797 1.526
H6 3.344 0.470 -0.297
H7 -1.372 1.588 -1.335
H8 -2.601 1.314 -0.296

A 2-piece molecular cluster, C4H11NO overall in a non-equilibrium geometry, computed with wB97M-V/def2-TZVPD.

Calculated values
Charge: 0
ΔE to the lowest compared entry with this formula, charge and spin: 0.767 eV
SMILES: CC(N)=O.CC
Multiplicity: 1
Lowest unoccupied orbital energy: 0.808 eV

Element x y z (Å)
C1 -2.839 -0.340 0.453
C2 -2.195 0.878 -0.175
H1 -2.098 -0.934 1.019
H2 -3.627 -0.011 1.158
H3 -3.268 -1.015 -0.318
H4 -1.941 0.688 -1.243
H5 -2.768 1.779 -0.056
H6 -1.175 1.063 0.198
C3 0.756 -1.163 -0.677
C4 1.340 0.010 0.010
O1 0.790 0.649 0.878
N1 2.677 0.110 -0.322
H7 0.426 -1.946 0.006
H8 1.223 -1.864 -1.386
H9 3.172 0.971 -0.147
H10 3.064 -0.582 -0.928
H11 -0.123 -0.775 -1.253

One molecule with the formula C21H26N2O3, computed with wB97M-V/def2-TZVPD.

Calculated values
Charge: 0
ΔE to the lowest compared entry with this formula, charge and spin: 0.970 eV
SMILES: COc1ccccc1CNC(=O)[C@@H](NC(=O)c1ccccc1C)C(C)C
Multiplicity: 1
Lowest unoccupied orbital energy: 0.839 eV

Element x y z (Å)
C1 -5.921 -0.246 0.996
H1 -6.296 -1.202 1.359
O1 -4.658 -0.520 0.443
C2 -3.941 0.511 -0.092
C3 -4.376 1.827 -0.151
C4 -3.575 2.799 -0.728
C5 -2.343 2.464 -1.253
C6 -1.903 1.149 -1.195
C7 -2.681 0.166 -0.611
C8 -2.264 -1.280 -0.511
N1 -0.873 -1.532 -0.797
C9 -0.017 -1.984 0.134
O2 -0.330 -2.273 1.272
C10 1.441 -2.045 -0.361
N2 2.023 -0.751 -0.047
C11 1.790 0.335 -0.813
O3 1.206 0.272 -1.882
C12 2.355 1.598 -0.245
C13 3.487 2.146 -0.832
C14 4.041 3.310 -0.330
C15 3.453 3.931 0.757
C16 2.314 3.394 1.331
C17 1.745 2.224 0.845
C18 0.485 1.682 1.451
H2 0.206 2.260 2.329
H3 0.585 0.639 1.745
H4 -0.331 1.738 0.730
H5 1.854 3.893 2.171
H6 3.878 4.840 1.157
H7 4.925 3.730 -0.787
H8 3.929 1.652 -1.685
H9 2.407 -0.634 0.878
C19 2.226 -3.181 0.298
C20 1.593 -4.522 -0.066
H10 2.146 -5.335 0.398
H11 0.565 -4.563 0.282
H12 1.604 -4.669 -1.144
C21 3.690 -3.147 -0.133
H13 4.156 -2.196 0.116
H14 4.245 -3.940 0.362
H15 3.768 -3.294 -1.208
H16 2.157 -3.049 1.384
H17 1.461 -2.151 -1.451
H18 -0.503 -1.195 -1.675
H19 -2.448 -1.634 0.508
H20 -2.890 -1.876 -1.188
H21 -0.938 0.906 -1.613
H22 -1.718 3.217 -1.708
H23 -3.925 3.820 -0.766
H24 -5.338 2.108 0.249
H25 -6.613 0.151 0.245
H26 -5.852 0.455 1.834